Record 1
A structure of composition C4H11NO2S at a distorted geometry. Source: the Open Molecules 2025 dataset; level of theory: ωB97M-V/def2-TZVPD.

Its HOMO-LUMO gap is 8.27 eV. The value obtained for the largest force on an atom is 6.16 eV/Å. The spin multiplicity is 1. As for the net charge: 0. For the calculated total energy, the calculation gives -762.26783 Eh.

Structure (XYZ):
```
19
Properties=species:S:1:pos:R:3:forces:R:3
C -0.2952 -1.3090 -0.8138 -1.1190 1.9247 -1.4833
C -0.6940 -0.0015 -0.0655 2.8957 -2.7159 1.4929
C -0.1183 -0.2305 1.4574 0.4387 -1.2886 -3.0253
C -0.1507 1.2055 -0.8290 -0.4217 1.1346 1.0971
H 1.5282 -1.9027 -0.1747 -0.6006 0.1431 -0.6942
H 1.5368 -0.4801 -1.0178 -0.9055 -3.7143 -0.6250
H -0.6419 -2.0817 -0.2567 -1.2796 -2.5695 1.8137
H -0.9857 -1.3076 -1.7065 1.2161 -0.1024 0.0634
H -2.4879 1.3864 0.4551 -0.3616 -3.1740 -0.5245
H -0.5915 -1.0448 1.9361 -1.0660 -0.8908 0.0478
H -0.3097 0.6067 2.0125 -0.4662 2.5027 1.5693
H 1.5069 0.2492 1.0643 1.9965 1.2565 -0.8748
H -0.6522 2.0232 -0.3016 -0.5121 0.3397 -1.1563
H -0.3930 1.1006 -1.9988 1.1275 0.5476 2.5843
H 1.5641 2.5872 0.0559 -2.1284 -5.3018 -2.3032
N 1.0934 -1.5458 -1.0405 2.5381 3.8127 -0.1923
O 1.2524 -0.5625 1.4529 -0.7074 -0.2869 1.2470
O 1.2458 1.4328 -0.3537 1.3191 4.2798 0.6468
S -2.4075 -0.1254 0.1246 -1.9637 4.1027 0.3165
```
Forces are in eV/Å.

---

Record 2
The ion C7H19BN4O2P with charge +1 at a distorted geometry. Source: the Open Molecules 2025 dataset; level of theory: ωB97M-V/def2-TZVPD.

Its HOMO-LUMO gap is 9.34 eV. The value obtained for the largest force on an atom is 1.84 eV/Å. Its SMILES is CCP(C)N(N)C1=[NH+][C@H](B(O)OC)CN1. The spin multiplicity is 1. As for the net charge: +1. For the calculated total energy, the calculation gives -1013.63564 Eh.

Structure (XYZ):
```
34
Properties=species:S:1:pos:R:3:forces:R:3
C 3.7876 0.4760 -0.8069 0.1617 -0.0210 0.0742
C 3.8829 -0.6138 0.2609 0.0306 0.2203 -0.3039
P 2.4736 -1.7395 0.4867 0.1587 -0.6634 0.5079
C 2.1139 -2.1668 -1.2503 -0.4222 0.2775 0.1449
N 1.1964 -0.5012 0.8843 0.1626 0.3114 -0.1254
N 1.6800 0.5160 1.7319 -0.1886 -0.1836 0.0200
C -0.0600 -0.5473 0.5681 -0.3127 -0.3982 0.7347
N -1.0008 0.3863 0.8897 0.8205 0.8209 -1.4326
C -1.9196 0.4135 -0.3099 -0.3646 -0.7990 -0.1776
B -3.4832 0.4889 -0.0225 -0.1287 -0.2826 0.3358
O -4.3095 0.2015 -1.0856 0.5651 -0.0085 0.1609
O -3.9643 0.7610 1.2230 0.0590 0.4371 -0.2456
C -4.0524 2.1683 1.5130 0.0102 -0.1507 0.1188
C -1.5277 -0.8976 -1.0748 -0.2462 -0.3270 0.2303
N -0.5949 -1.6000 -0.1640 0.1873 0.3550 -0.5974
H 3.2750 0.1329 -1.7017 -0.0670 0.0194 -0.0560
H 4.7846 0.7829 -1.1169 0.0350 0.0760 0.0339
H 3.2886 1.3718 -0.4368 -0.0798 0.0239 -0.0404
H 4.1697 -0.2085 1.2270 0.0673 -0.0358 0.0779
H 4.6639 -1.3285 -0.0170 0.0753 -0.0354 0.0551
H 1.5744 -1.3792 -1.7728 0.1130 0.0414 -0.1387
H 1.4961 -3.0571 -1.2628 0.0674 -0.1390 -0.1350
H 3.0698 -2.3444 -1.7391 0.0345 -0.1061 -0.0520
H 1.0045 0.7463 2.4474 -0.0201 0.0125 0.1050
H 1.9634 1.3235 1.1916 -0.0153 0.0663 0.0058
H -0.5638 1.2980 0.9945 -0.2449 0.0706 0.5317
H -1.6400 1.2406 -0.9651 0.0391 0.1844 0.1429
H -4.5958 0.9767 -1.5621 -0.5432 0.1750 -0.3803
H -5.0236 2.3646 1.9521 -0.0288 0.0253 0.1489
H -3.9660 2.7868 0.6160 -0.0176 -0.0194 -0.0895
H -3.2543 2.4506 2.1957 -0.0205 0.0391 0.1567
H -1.0312 -0.6834 -2.0178 0.1496 0.0475 0.0144
H -2.3564 -1.5581 -1.3063 -0.1866 0.1148 0.0512
H -1.0809 -2.2608 0.4303 0.1499 -0.1490 0.1234
```
Forces are in eV/Å.

---

Record 3
A structure of composition AgH14O7 at a distorted geometry. Source: the Open Molecules 2025 dataset; level of theory: ωB97M-V/def2-TZVPD.

Its HOMO-LUMO gap is 9.60 eV. The value obtained for the largest force on an atom is 1.99 eV/Å. The spin multiplicity is 1. As for the net charge: +1. For the calculated total energy, the calculation gives -681.81292 Eh.

Structure (XYZ):
```
22
Properties=species:S:1:pos:R:3:forces:R:3
Ag -0.0424 -0.1330 -0.1149 0.1476 0.3927 0.0001
O -1.6793 -1.3066 1.5177 0.6507 -0.0671 0.6228
H -2.3991 -0.7146 1.3058 -0.3620 -0.0079 0.1882
H -1.3225 -1.0223 2.3827 -0.3706 -0.2008 -0.6195
O 1.3722 2.0772 0.0767 0.6057 1.6110 -0.2579
H 0.6723 2.7400 -0.0386 -0.1960 -0.4484 0.1286
H 2.1548 2.6717 0.0103 -0.3565 -0.9287 0.1154
O 1.5828 -1.7410 -0.6793 0.0492 0.5038 -0.6078
H 2.0158 -1.9628 0.1262 0.6553 -0.2851 1.0335
H 1.4353 -2.5818 -1.0925 -0.1856 -0.6644 -0.5243
O -1.4933 1.7035 0.5843 -1.0171 -1.0187 -1.2389
H -1.5801 2.1646 1.4021 -0.2257 0.5058 1.0220
H -2.3473 1.2329 0.4204 0.9167 0.9794 0.1879
O 1.2412 -0.2242 2.0763 0.7303 -0.6415 -0.2369
H 1.2321 0.2049 2.9278 -0.0829 0.3492 0.4555
H 2.1695 -0.5025 1.9760 -0.4890 0.2514 0.0742
O -1.4240 -1.5964 -1.3521 -0.3802 -1.2045 -1.5338
H -1.2327 -2.5481 -1.3241 -0.0564 0.1927 0.7857
H -1.6391 -1.5549 -2.3044 -0.0195 0.7692 0.4402
O 0.1261 0.8917 -2.5203 -1.4196 -0.4509 0.5810
H 0.8077 0.3883 -2.9427 0.8318 0.0989 -0.3888
H 0.3501 1.8132 -2.4376 0.5738 0.2637 -0.2276
```
Forces are in eV/Å.

---

Record 4
An isolated molecule of C8H10O at a distorted geometry. Source: the Open Molecules 2025 dataset; level of theory: ωB97M-V/def2-TZVPD.

Its HOMO-LUMO gap is 8.47 eV. The value obtained for the largest force on an atom is 3.32 eV/Å. Its SMILES is C1=C[C@@H]2CC[C@H](C=C1)O2. The spin multiplicity is 1. As for the net charge: 0. For the calculated total energy, the calculation gives -385.92671 Eh.

Structure (XYZ):
```
19
Properties=species:S:1:pos:R:3:forces:R:3
C 1.5634 -1.1894 0.1277 2.6331 -0.2263 -0.4639
C 0.3762 -1.3711 -0.4656 1.2208 -0.0927 -0.5296
C -0.7463 -1.1679 0.4101 -2.2510 -1.4019 2.0010
C -1.7866 -0.3505 -0.3232 -0.5960 -0.4074 -0.1476
C -1.1781 1.0667 -0.3787 0.2439 0.1583 0.5505
C 0.0127 0.9704 0.7145 -1.3141 -0.2955 -0.1876
C 1.4071 1.1475 0.1044 -1.7888 -0.9364 -0.6070
C 2.1883 0.1033 -0.1676 1.2366 -0.6190 -0.1767
O -0.2906 -0.2554 1.4631 0.0124 0.4056 -1.1584
H 2.0833 -1.8106 0.8639 -0.9821 0.2482 0.5584
H 0.3088 -0.9668 -1.4534 -0.2645 0.7616 -0.4035
H -1.2188 -2.0794 0.8518 0.4842 0.7707 0.2253
H -2.7436 -0.3993 0.2239 0.4455 0.2755 -0.1433
H -1.9347 -0.8806 -1.2718 -0.1602 0.6302 -0.1554
H -0.7715 1.2864 -1.3844 -0.2614 0.0991 0.6113
H -1.9327 1.8348 -0.0694 0.7520 -0.5906 -0.4275
H -0.1355 1.7228 1.4706 0.0837 0.5237 0.1706
H 1.5552 2.1358 -0.2929 0.6498 0.5167 0.4834
H 3.2432 0.2030 -0.4230 -0.1438 0.1804 -0.1998
```
Forces are in eV/Å.

---

Number 1: HOMO level -8.689 eV. Number 2: HOMO level -12.313 eV. Number 3: HOMO level -12.800 eV. Number 4: HOMO level -8.092 eV.